# C27H35N4SiSn

A molecular structure, C27H35N4SiSn (ωB97M-V/def2-TZVPD, the OMol25 dataset).

The geometry in XYZ format:
```
68
C27H35N4SiSn ωB97M-V/def2-TZVPD
Sn 9.5692 10.1983 6.6483
C 11.9584 6.6291 6.2535
C 11.9972 7.9844 6.9971
C 12.5378 9.1251 6.1451
N 11.5807 10.1927 6.0594
C 12.0587 11.5197 5.9294
C 13.4589 11.8047 6.1608
C 14.1914 12.6687 5.3765
C 13.7142 13.6359 4.4605
C 12.5249 14.3092 4.6274
C 11.4182 13.8593 5.3283
C 11.0656 12.5572 5.6332
N 9.7523 12.1064 5.6335
C 8.6476 13.0682 5.6630
C 7.1902 12.5072 5.7178
C 6.6944 11.4524 6.7869
N 7.4369 10.1919 6.7477
C 6.9790 8.9842 6.4241
C 5.5686 8.7445 6.3254
C 5.0224 7.5845 5.7398
C 5.5105 6.2776 5.7276
C 6.6237 5.7756 6.3456
C 7.7785 6.4841 6.5754
C 7.9766 7.8941 6.1741
N 9.1212 8.3809 5.6467
C 10.0150 7.6029 4.6973
C 10.7672 6.3732 5.2541
H 11.9602 5.8049 6.9918
H 12.9462 6.4931 5.7425
H 12.7771 7.8288 7.7714
H 11.0593 8.2406 7.5472
H 12.7250 8.7291 5.1594
H 13.5416 9.4767 6.5097
H 13.8202 11.1600 6.9601
H 15.2871 12.5605 5.4377
H 14.4494 14.0333 3.7469
H 12.4538 15.3705 4.2280
H 10.5979 14.5640 5.4952
H 8.6785 13.6893 4.7351
H 8.7205 13.7708 6.5324
H 6.9945 12.0004 4.7037
H 6.5718 13.4382 5.7145
H 5.6258 11.3486 6.5435
H 6.7042 11.8912 7.7954
H 4.9095 9.5732 6.5649
H 4.0596 7.6793 5.2125
H 4.8374 5.5660 5.2388
H 6.7253 4.6899 6.4750
H 8.6387 6.0323 7.1042
H 10.7486 8.3523 4.3029
H 9.4302 7.3659 3.7855
H 11.0879 5.7692 4.3747
H 9.9814 5.7411 5.6895
C 9.7589 12.0008 12.6150
Si 9.6646 10.3870 11.6474
C 8.0120 9.3894 11.8081
C 11.2360 9.4064 11.9139
C 9.6770 10.7803 9.8476
C 9.9075 10.8452 8.6383
H 9.0809 12.0890 13.4308
H 9.5977 12.7972 11.7957
H 10.7810 12.2769 13.0276
H 8.0537 8.4756 12.4199
H 7.8581 9.1257 10.7529
H 7.1265 10.0471 12.2053
H 10.9656 8.3228 11.8820
H 11.6082 9.5558 12.9456
H 11.9704 9.5588 11.0828
```

## Properties
net charge: +1
Kohn-Sham gap (spin up / spin down): 6.942 / 6.943 eV
M: 562.4 g/mol
HOMO level (spin up / spin down): -10.356 / -10.357 eV

***

# C27H35N5O9PSY

A molecular structure, C27H35N5O9PSY (ωB97M-V/def2-TZVPD, the OMol25 dataset).

The geometry in XYZ format:
```
79
C27H35N5O9PSY ωB97M-V/def2-TZVPD
Y -0.2673 0.2000 0.2130
O -1.3632 0.5800 -4.1851
C -2.2990 -0.3696 -4.3616
C -2.8314 -0.4983 -5.6474
C -3.8248 -1.4194 -5.9123
C -4.3268 -2.2274 -4.8993
C -3.8070 -2.1073 -3.6255
C -2.7816 -1.2068 -3.3448
C -2.2026 -1.1542 -1.9823
O -0.9337 -1.1857 -1.8380
N -3.0721 -1.0873 -0.9862
N -2.4139 -0.9237 0.1893
C -3.0041 -1.2899 1.2643
C -2.3324 -1.1111 2.5415
C -3.0016 -1.3953 3.7311
C -2.3518 -1.1941 4.9365
C -1.0534 -0.7113 4.9191
C -0.4610 -0.4558 3.6903
N -1.0678 -0.6502 2.5281
H -1.1541 0.7576 -3.2477
H -2.4522 0.1588 -6.4181
H -4.2217 -1.5008 -6.9159
H -5.1138 -2.9409 -5.1028
H -4.1809 -2.7212 -2.8167
H -3.9881 -1.7527 1.2326
H -4.0174 -1.7635 3.6963
H -2.8516 -1.4064 5.8721
H -0.5038 -0.5296 5.8310
H 0.5462 -0.0619 3.6361
O 1.5507 3.9729 -0.3053
C 0.9735 2.9068 -0.3487
O 0.8613 2.0777 0.6477
C 0.3065 2.3612 -1.6484
O 0.7946 2.5869 -2.7412
O -0.7008 1.5787 -1.4291
C 3.1007 0.4463 -3.2560
S 1.5461 -0.3098 -2.7655
C 1.9556 -2.0300 -3.1344
O 1.5991 -0.2598 -1.2504
H 3.9422 -0.0278 -2.7536
H 3.0089 1.4966 -2.9873
H 3.1968 0.3654 -4.3379
H 2.1903 -2.1215 -4.1933
H 1.0647 -2.6124 -2.9114
H 2.7965 -2.3507 -2.5204
O 0.2196 -2.3345 0.2868
H -0.1220 -2.3372 -0.6307
H 1.1704 -2.4945 0.2179
C 3.1357 0.0823 3.2224
P 2.6279 -0.1427 1.4645
C 3.7078 1.1099 0.6938
C 3.4690 -1.7190 1.0778
C 4.4352 -1.8364 0.0824
C 4.9782 -3.0728 -0.2353
C 4.5626 -4.2126 0.4361
C 3.5981 -4.1094 1.4283
C 3.0534 -2.8743 1.7410
H 2.7568 -0.7323 3.8397
H 2.7173 1.0219 3.5870
H 4.2208 0.1187 3.3207
H 4.7558 0.9489 0.9513
H 3.3852 2.0872 1.0515
H 3.5747 1.1007 -0.3854
H 4.7688 -0.9563 -0.4504
H 5.7311 -3.1451 -1.0097
H 4.9859 -5.1763 0.1865
H 3.2629 -4.9932 1.9552
H 2.2836 -2.8099 2.5033
C -4.1471 2.4910 2.7881
N -2.8335 3.0311 3.0642
C -1.7247 2.5917 2.4169
N -0.5370 3.1181 2.8208
O -1.8025 1.7337 1.5296
H -4.8734 3.2966 2.6803
H -4.4803 1.8111 3.5770
H -4.0878 1.9423 1.8511
H -2.7181 3.6485 3.8473
H -0.5380 4.0171 3.2716
H 0.2170 2.9406 2.1524
```

## Properties
net charge: 0
Kohn-Sham gap: 7.286 eV
M: 725.6 g/mol
HOMO level: -7.743 eV

***

# C27H36CrN2O2STe

A molecular structure, C27H36CrN2O2STe (ωB97M-V/def2-TZVPD, the OMol25 dataset).

The geometry in XYZ format:
```
70
C27H36CrN2O2STe ωB97M-V/def2-TZVPD
Cr 1.0833 1.0513 -1.1257
C 1.6209 0.9330 3.2143
C 1.1063 2.1525 2.4570
C -0.3685 1.9715 2.0847
C 1.9358 2.4775 1.2300
C 2.6148 1.4862 0.5084
C 3.3334 1.8119 -0.6465
C 3.4089 3.1240 -1.1051
C 4.1320 3.4583 -2.3736
C 2.7488 4.1019 -0.3692
C 2.0233 3.7835 0.7637
H 1.0839 0.8181 4.1580
H 2.6873 1.0072 3.4383
H 1.4618 0.0150 2.6403
H 1.1780 3.0166 3.1229
H -0.4849 1.1238 1.4035
H -0.7717 2.8481 1.5742
H -0.9712 1.7739 2.9770
H 2.7384 0.5051 0.9465
H 3.9286 1.0537 -1.1388
H 4.8338 4.2826 -2.2261
H 3.3966 3.7481 -3.1296
H 4.6803 2.5983 -2.7595
H 2.7835 5.1309 -0.7103
H 1.5004 4.5686 1.3022
C -1.7443 -2.1639 1.8734
C -1.3864 -3.1202 0.7506
N -0.3076 -4.0469 1.0995
C -0.5799 -5.0167 2.1644
C 0.1457 -4.6889 3.4604
C 0.8304 -4.2304 0.3863
O 1.5792 -5.1789 0.5634
C 1.1933 -3.2335 -0.6918
C 1.4712 -3.6627 -1.9772
C 1.8884 -2.7536 -2.9263
C 2.0332 -1.4205 -2.5587
N 1.7903 -1.0079 -1.3181
C 1.3810 -1.8921 -0.4117
H -2.5049 -1.4611 1.5258
H -0.8729 -1.5862 2.1885
H -2.1390 -2.6857 2.7486
H -1.1047 -2.5496 -0.1256
H -2.2628 -3.7121 0.4723
H -0.2770 -6.0005 1.8123
H -1.6609 -5.0291 2.3117
H 1.2246 -4.6898 3.2939
H -0.0803 -5.4382 4.2234
H -0.1488 -3.7097 3.8460
H 1.3636 -4.7146 -2.2194
H 2.1031 -3.0566 -3.9420
H 2.3242 -0.6553 -3.2681
H 1.2012 -1.5158 0.5914
C -2.9125 -0.8826 -2.0440
S -1.7310 0.4451 -2.3574
O -0.7838 0.1652 -1.1501
C -2.8505 1.7306 -1.8513
C -3.0386 1.9842 -0.5070
C -3.9495 2.9631 -0.1308
C -4.6580 3.6641 -1.0984
C -4.4522 3.3923 -2.4461
C -3.5347 2.4246 -2.8320
H -3.2419 -0.8615 -1.0038
H -2.4085 -1.8224 -2.2754
H -3.7596 -0.7367 -2.7178
H -2.4623 1.4390 0.2291
H -4.1016 3.1819 0.9200
H -5.3608 4.4346 -0.8044
H -4.9922 3.9500 -3.2014
H -3.3289 2.2367 -3.8810
Te 0.4229 2.6708 -2.9581
```

## Properties
net charge: 0
Kohn-Sham gap (spin up / spin down): 5.534 / 5.764 eV
2S+1: 5
M: 632.3 g/mol
HOMO level (spin up / spin down): -5.414 / -5.684 eV
energy above the lowest of the compared OMol25 structures with the same formula, charge and spin: 8.48 kcal per mole